{"formula": "C14H16MgNOS6Sb", "method": "ωB97M-V/def2-TZVPD", "symbols": ["Mg", "S", "Sb", "S", "S", "S", "C", "C", "C", "C", "C", "C", "C", "C", "C", "N", "H", "H", "H", "H", "H", "H", "S", "C", "C", "C", "S", "O", "C", "C", "H", "H", "H", "H", "H", "H", "H", "H", "H", "H"], "xyz": [[0.2676, -1.3249, 0.9294], [-4.5481, -3.3842, 2.7136], [-2.6321, -2.1300, 2.3709], [-0.7425, -3.3173, 3.5806], [-1.8370, -2.7076, 0.1452], [3.7437, -0.4814, -1.9603], [2.9375, -1.7907, -2.7180], [1.8786, -2.2306, -1.9821], [1.6539, -1.5282, -0.7476], [2.6052, -0.5472, -0.6315], [2.7092, 0.3727, 0.5111], [3.7691, 1.2627, 0.7041], [3.7771, 2.0712, 1.8232], [2.7372, 1.9858, 2.7378], [1.7250, 1.0789, 2.4767], [1.7018, 0.3072, 1.3975], [3.2932, -2.1599, -3.6697], [1.2552, -3.0548, -2.3090], [4.5791, 1.2945, -0.0133], [4.5966, 2.7621, 1.9877], [2.7156, 2.5869, 3.6363], [0.8922, 0.9500, 3.1594], [2.0997, -2.6153, 3.3911], [0.5344, -2.4251, 2.8292], [-1.5761, 1.3512, -3.2516], [-1.3718, 1.4476, -1.7451], [-1.6678, -0.1778, -0.9317], [-1.0522, 0.2015, 0.4314], [-3.4644, 0.0474, -0.7901], [-3.8637, 1.0487, 0.2900], [-1.4313, 2.3177, -3.7399], [-2.5805, 1.0044, -3.5075], [-0.8689, 0.6436, -3.6878], [-1.9838, 2.2220, -1.2807], [-0.3263, 1.6427, -1.5046], [-3.8472, -0.9485, -0.5774], [-3.7910, 0.3496, -1.7874], [-3.0741, 1.1250, 1.0390], [-4.7636, 0.7061, 0.8004], [-4.0493, 2.0442, -0.1190]], "relative_energy_ev": 0.000, "homo_lumo_gap_ev": 4.68, "homo_ev": -0.64, "total_charge": -2}

=====

{"formula": "C16H17N", "method": "ωB97M-V/def2-TZVPD", "symbols": ["C", "C", "C", "N", "C", "C", "C", "C", "C", "C", "H", "H", "H", "H", "H", "H", "H", "H", "H", "C", "C", "C", "C", "C", "C", "C", "H", "H", "H", "H", "H", "H", "H", "H"], "xyz": [[-2.2004, 2.5707, -3.2383], [-1.7827, 2.7564, -1.8655], [-2.0600, 3.7302, -0.9717], [-1.3497, 3.5373, 0.2435], [-0.5108, 2.4597, 0.2053], [0.4467, 1.7991, 1.0201], [1.3658, 0.9492, 0.3266], [1.1788, 0.5495, -1.0507], [0.1307, 0.9020, -1.8436], [-0.7103, 1.9163, -1.1425], [-3.2897, 2.6611, -3.4164], [-1.9072, 1.7279, -3.8709], [-1.5221, 3.2016, -3.9920], [-2.8006, 4.4727, -0.9469], [-1.0544, 4.3237, 0.6602], [0.5122, 2.3649, 1.9376], [1.9150, 0.3310, 1.0878], [1.8068, -0.1126, -1.5043], [-0.3787, 0.5737, -2.8199], [-1.1403, -3.1450, 0.5413], [0.0915, -2.6614, 1.2562], [0.3393, -1.8221, 2.2857], [1.5840, -1.6995, 2.8144], [2.6059, -2.4443, 2.2695], [2.4037, -3.2319, 1.1205], [1.1528, -3.4978, 0.7288], [-1.0897, -2.6873, -0.4464], [-2.0454, -3.0685, 1.1412], [-0.8850, -4.2140, 0.3712], [-0.4363, -1.0402, 2.5515], [1.8180, -0.8902, 3.5296], [3.6019, -2.4779, 2.7656], [3.1469, -3.9519, 0.5951], [1.0632, -3.8824, -0.3426]], "relative_energy_ev": 4.544, "homo_lumo_gap_ev": 8.86, "homo_ev": -7.99, "total_charge": 0, "smiles": "Cc1c[nH]c2ccccc12.Cc1ccccc1"}

=====

{"formula": "C2H5BrClGaO2P", "method": "ωB97M-V/def2-TZVPD", "symbols": ["O", "C", "Cl", "C", "Ga", "P", "O", "Br", "H", "H", "H", "H", "H"], "xyz": [[1.5013, 1.2422, 1.1497], [0.2429, 1.6311, 0.9298], [-0.0740, 3.4860, 0.7475], [-1.0821, 0.6702, 0.8407], [-0.7361, -1.2466, 0.1486], [0.8757, -1.4138, -1.5408], [2.3630, -0.5764, -1.1311], [-0.0082, -0.3603, -3.4035], [-1.5360, 0.6196, 1.9400], [-1.9086, 1.2087, 0.1688], [-2.1374, -1.7437, -0.5192], [-0.4719, -2.2431, 1.3807], [2.9712, -1.2739, -0.7112]], "homo_lumo_gap_ev": 7.24, "homo_ev": -4.08, "total_charge": -1}

=====

{"formula": "C5H27NO7", "method": "ωB97M-V/def2-TZVPD", "symbols": ["C", "C", "N", "C", "C", "C", "H", "H", "H", "H", "H", "H", "H", "H", "H", "H", "H", "H", "H", "O", "H", "H", "O", "H", "H", "O", "H", "H", "O", "H", "H", "O", "H", "H", "O", "H", "H", "O", "H", "H"], "xyz": [[3.1476, 2.1631, 1.7312], [3.2357, 0.6648, 1.6147], [1.9034, 0.1225, 1.1050], [1.4060, -1.0467, 1.8295], [0.7263, -0.8570, 3.2134], [0.4760, -1.8527, 0.8883], [2.1468, 2.5620, 1.5290], [3.6858, 2.6362, 2.5706], [3.5987, 2.7026, 0.8647], [3.4302, 0.1154, 2.5600], [3.9718, 0.3489, 0.8728], [1.2562, 0.8915, 1.2632], [2.2849, -1.6451, 2.1364], [0.3704, -1.8667, 3.4880], [-0.2717, -0.3676, 3.2181], [1.1409, -0.2502, 4.0215], [-0.3215, -2.3561, 1.4275], [1.0026, -2.3856, 0.0966], [0.0849, -1.0987, 0.1899], [-0.9048, 1.4654, -1.5015], [-1.3804, 0.9025, -2.1210], [0.0422, 1.4490, -1.7197], [1.7792, 1.2228, -1.7203], [2.6498, 1.6364, -1.6542], [1.7597, 0.7342, -0.8703], [-1.4368, -2.4415, -1.4541], [-2.3441, -2.2038, -1.6997], [-0.9865, -2.2377, -2.2788], [-2.6536, -0.0887, 3.7755], [-2.7385, -0.8849, 3.2449], [-2.1486, -0.4449, 4.5146], [-2.9068, -0.5907, -3.7615], [-2.1256, -0.0406, -3.9233], [-3.5757, -0.1997, -3.1866], [-2.7507, 0.6651, 0.8803], [-2.5314, 1.0255, 1.7314], [-2.1916, 0.8423, 0.1177], [-0.4190, 0.2357, -4.9399], [0.4294, -0.2220, -4.9112], [-0.1757, 1.1835, -4.9305]], "relative_energy_ev": 2.207, "homo_lumo_gap_ev": 9.67, "homo_ev": -9.39, "total_charge": 0, "smiles": "CCNC(C)C.O.O.O.O.O.O.O"}